{"formula": "C50H51BrN3O3Sc", "method": "the ωB97M-V functional and the def2-TZVPD basis", "elements": ["Sc", "C", "C", "C", "C", "C", "C", "C", "C", "C", "C", "C", "C", "N", "C", "C", "N", "C", "C", "C", "C", "C", "C", "C", "C", "C", "C", "C", "C", "C", "C", "C", "C", "C", "C", "C", "C", "C", "C", "H", "H", "H", "H", "H", "H", "H", "H", "H", "H", "H", "H", "H", "H", "H", "H", "H", "H", "H", "H", "H", "H", "H", "H", "H", "H", "H", "H", "H", "H", "H", "H", "H", "H", "H", "H", "H", "H", "H", "H", "Br", "C", "C", "C", "C", "C", "N", "C", "O", "O", "H", "H", "H", "C", "C", "O", "C", "C", "C", "C", "C", "C", "H", "H", "H", "H", "H", "H", "H", "H"], "positions_angstrom": [[0.693, 0.114, -0.923], [-2.569, -2.148, 2.110], [-1.628, -2.477, 0.947], [-2.277, -3.538, 0.048], [-0.280, -2.907, 1.488], [-0.157, -4.215, 1.949], [1.011, -4.659, 2.536], [2.069, -3.779, 2.660], [2.002, -2.464, 2.203], [3.291, -1.667, 2.369], [4.135, -1.832, 1.103], [3.179, -0.200, 2.776], [0.811, -2.011, 1.596], [0.680, -0.699, 1.066], [0.085, 0.266, 1.885], [-0.450, 1.411, 1.342], [-0.492, 1.612, -0.035], [-1.485, 2.503, -0.535], [-1.111, 3.748, -1.074], [-2.080, 4.592, -1.603], [-3.417, 4.240, -1.597], [-3.789, 3.031, -1.038], [-2.850, 2.158, -0.500], [-3.353, 0.851, 0.073], [-3.874, -0.052, -1.047], [-4.428, 1.092, 1.137], [0.330, 4.205, -1.059], [0.490, 5.683, -0.694], [1.000, 3.925, -2.406], [-0.968, 2.264, 2.426], [-1.559, 3.495, 2.517], [-1.940, 3.974, 3.803], [-1.746, 3.249, 4.949], [-1.131, 1.966, 4.879], [-0.861, 1.081, 5.960], [-0.267, -0.128, 5.711], [0.115, -0.544, 4.404], [-0.117, 0.296, 3.348], [-0.758, 1.533, 3.622], [-3.568, -1.927, 1.737], [-2.215, -1.291, 2.685], [-2.640, -3.004, 2.784], [-1.487, -1.564, 0.361], [-2.791, -4.297, 0.639], [-1.551, -4.054, -0.581], [-3.015, -3.077, -0.608], [-1.001, -4.889, 1.865], [1.094, -5.674, 2.901], [2.986, -4.115, 3.130], [3.832, -2.167, 3.178], [3.561, -1.503, 0.238], [4.403, -2.878, 0.945], [5.054, -1.244, 1.161], [2.697, 0.402, 2.010], [4.182, 0.197, 2.952], [2.607, -0.084, 3.695], [-1.785, 5.548, -2.015], [-4.161, 4.907, -2.012], [-4.837, 2.758, -1.019], [-2.520, 0.338, 0.552], [-4.686, 0.430, -1.594], [-4.256, -0.990, -0.641], [-3.080, -0.283, -1.762], [-5.338, 1.503, 0.697], [-4.072, 1.789, 1.896], [-4.695, 0.159, 1.634], [0.825, 3.623, -0.280], [0.206, 6.336, -1.520], [1.533, 5.897, -0.456], [-0.117, 5.947, 0.172], [0.473, 4.468, -3.194], [0.966, 2.864, -2.661], [2.042, 4.254, -2.407], [-1.761, 4.100, 1.643], [-2.410, 4.947, 3.869], [-2.056, 3.646, 5.908], [-1.133, 1.361, 6.970], [-0.077, -0.802, 6.537], [0.572, -1.517, 4.276], [2.967, 1.997, -0.425], [3.705, 0.568, -1.421], [5.064, 0.514, -1.656], [5.532, -0.578, -2.369], [4.633, -1.535, -2.804], [3.282, -1.389, -2.522], [2.820, -0.336, -1.818], [2.376, -2.516, -3.011], [2.899, -3.407, -3.636], [0.513, -1.975, -1.515], [5.715, 1.290, -1.284], [6.589, -0.680, -2.576], [4.942, -2.404, -3.365], [-0.391, 0.563, -5.022], [0.025, -0.281, -3.843], [0.023, 0.350, -2.701], [0.348, -1.605, -3.967], [0.265, -2.274, -5.254], [0.179, -3.609, -5.364], [0.060, -4.411, -4.159], [0.296, -3.883, -2.960], [0.839, -2.490, -2.825], [-0.840, 1.479, -4.644], [-1.109, 0.054, -5.661], [0.479, 0.828, -5.627], [0.237, -1.663, -6.145], [0.114, -4.085, -6.332], [-0.268, -5.439, -4.242], [0.180, -4.462, -2.052], [0.438, -2.706, -0.881]], "lumo_ev": -1.1425, "largest_force_ev_per_a": 1.846, "gap_ev": 4.68, "e_above_lowest_kj_mol": 232.5}

{"formula": "C50H51F3NO11SSrTe", "method": "the ωB97M-V functional and the def2-TZVPD basis", "elements": ["Sr", "O", "C", "O", "C", "O", "C", "C", "O", "O", "H", "H", "H", "H", "H", "F", "C", "F", "F", "C", "C", "C", "C", "C", "C", "C", "C", "H", "H", "H", "H", "C", "C", "S", "O", "C", "C", "H", "H", "H", "H", "H", "H", "H", "H", "H", "H", "C", "C", "C", "C", "C", "C", "Te", "N", "C", "O", "C", "C", "C", "C", "C", "C", "C", "C", "C", "C", "C", "C", "C", "C", "C", "C", "C", "C", "H", "H", "H", "H", "H", "H", "H", "H", "H", "H", "H", "H", "H", "H", "H", "H", "H", "H", "H", "H", "H", "H", "H", "H", "H", "H", "H", "O", "C", "O", "C", "C", "C", "C", "O", "C", "O", "C", "C", "H", "H", "H", "H", "H"], "positions_angstrom": [[0.554, 0.659, 2.195], [-1.180, -3.745, 2.470], [-1.240, -2.397, 2.574], [-0.254, -1.723, 2.600], [-2.677, -1.926, 2.688], [-2.812, -0.548, 2.643], [-3.157, 0.133, 3.847], [-2.016, 1.027, 4.407], [-2.368, 2.084, 4.956], [-0.870, 0.542, 4.271], [-0.237, -3.956, 2.365], [-3.081, -2.368, 3.608], [-3.217, -2.381, 1.852], [-3.405, -0.597, 4.628], [-4.040, 0.743, 3.647], [8.992, -2.750, -2.563], [8.566, -3.463, -1.490], [9.612, -3.518, -0.638], [8.402, -4.730, -1.955], [7.334, -2.905, -0.876], [7.250, -2.640, 0.486], [6.083, -2.134, 1.027], [4.954, -1.877, 0.229], [5.066, -2.155, -1.151], [6.228, -2.659, -1.692], [3.755, -1.354, 0.768], [2.692, -0.943, 1.237], [8.107, -2.827, 1.119], [6.018, -1.918, 2.085], [4.209, -1.952, -1.779], [6.293, -2.860, -2.755], [0.607, 5.926, 2.124], [-0.077, 4.724, 1.500], [-0.956, 3.724, 2.727], [-1.336, 2.477, 1.961], [-2.502, 4.659, 2.848], [-3.347, 4.612, 1.589], [1.152, 6.480, 1.358], [1.326, 5.606, 2.877], [-0.100, 6.616, 2.591], [0.651, 4.021, 1.090], [-0.772, 4.990, 0.702], [-2.224, 5.670, 3.155], [-3.006, 4.168, 3.682], [-3.004, 5.313, 0.827], [-4.386, 4.851, 1.821], [-3.313, 3.607, 1.165], [-6.364, -6.319, -3.707], [-5.425, -5.325, -3.077], [-5.883, -4.135, -2.545], [-5.017, -3.200, -1.969], [-5.643, -1.938, -1.431], [-3.645, -3.463, -1.919], [-2.266, -2.047, -1.047], [-0.628, 0.026, -0.260], [-0.058, 1.076, -0.765], [0.894, 1.722, -0.238], [-0.595, 1.523, -2.105], [0.312, 1.841, -3.112], [-0.141, 2.245, -4.357], [-1.505, 2.355, -4.602], [-2.411, 2.052, -3.596], [-1.958, 1.627, -2.354], [-1.056, -1.890, -2.772], [0.323, -2.100, -2.658], [1.024, -2.536, -1.407], [1.122, -1.877, -3.782], [0.596, -1.464, -4.993], [1.483, -1.176, -6.174], [-0.778, -1.286, -5.084], [-1.616, -1.485, -3.995], [-3.089, -1.258, -4.184], [-3.169, -4.687, -2.433], [-1.715, -5.069, -2.387], [-4.060, -5.585, -3.007], [-7.396, -5.970, -3.658], [-6.311, -7.287, -3.202], [-6.113, -6.487, -4.757], [-6.945, -3.911, -2.579], [-6.282, -1.478, -2.189], [-4.899, -1.208, -1.123], [-6.273, -2.162, -0.567], [1.370, 1.769, -2.890], [0.571, 2.478, -5.141], [-1.859, 2.675, -5.576], [-3.476, 2.139, -3.782], [-2.658, 1.374, -1.566], [0.346, -2.957, -0.667], [1.523, -1.696, -0.920], [1.788, -3.280, -1.648], [2.194, -2.023, -3.689], [2.520, -1.433, -5.958], [1.446, -0.114, -6.430], [1.168, -1.738, -7.056], [-1.210, -0.951, -6.022], [-3.256, -0.628, -5.060], [-3.527, -0.767, -3.314], [-3.622, -2.202, -4.325], [-1.282, -4.852, -1.409], [-1.132, -4.503, -3.116], [-1.596, -6.132, -2.601], [-3.679, -6.521, -3.405], [2.729, 1.035, 4.418], [2.506, 2.211, 4.108], [1.869, 2.627, 3.094], [3.063, 3.295, 5.025], [4.311, 3.125, 5.611], [4.870, 4.091, 6.448], [4.112, 5.212, 6.683], [4.392, 6.291, 7.511], [3.394, 7.242, 7.180], [2.305, 6.559, 6.590], [2.860, 5.374, 6.125], [2.304, 4.439, 5.287], [4.840, 2.204, 5.402], [5.845, 3.969, 6.901], [3.807, 7.963, 6.457], [3.057, 7.742, 8.088], [1.319, 4.548, 4.856]], "lumo_ev": [3.4132, 3.4124], "charge": -2, "largest_force_ev_per_a": 0.561, "gap_ev": [6.41, 6.40], "e_above_lowest_kj_mol": 33.3, "multiplicity": 2}

{"formula": "C50H51MgN12O14", "method": "the ωB97M-V functional and the def2-TZVPD basis", "elements": ["Mg", "C", "C", "O", "O", "H", "H", "H", "C", "C", "C", "C", "C", "C", "C", "O", "C", "C", "C", "C", "C", "C", "C", "O", "H", "H", "H", "H", "H", "H", "H", "H", "C", "C", "C", "C", "C", "C", "C", "O", "C", "C", "C", "C", "C", "C", "C", "O", "H", "H", "H", "H", "H", "H", "H", "H", "C", "C", "C", "C", "C", "C", "C", "O", "C", "C", "C", "C", "C", "C", "C", "O", "H", "H", "H", "H", "H", "H", "H", "H", "C", "O", "N", "N", "H", "H", "H", "H", "C", "O", "N", "N", "H", "H", "H", "H", "C", "O", "N", "N", "H", "H", "H", "H", "C", "O", "N", "N", "H", "H", "H", "H", "C", "O", "N", "N", "H", "H", "H", "H", "C", "O", "N", "N", "H", "H", "H", "H"], "positions_angstrom": [[-14.259, 14.341, -11.797], [-15.364, 12.635, -8.278], [-14.970, 13.535, -9.475], [-15.597, 13.412, -10.583], [-13.803, 13.926, -9.675], [-14.622, 11.884, -8.007], [-16.283, 12.071, -8.431], [-15.493, 13.332, -7.450], [-14.099, 15.052, -2.730], [-14.268, 15.024, -4.122], [-15.506, 14.627, -4.691], [-16.580, 14.335, -3.859], [-16.367, 14.217, -2.397], [-15.167, 14.514, -1.839], [-17.485, 13.698, -1.506], [-17.347, 13.484, -0.233], [-18.791, 13.507, -2.225], [-19.894, 13.070, -1.415], [-21.084, 12.854, -1.951], [-21.370, 13.137, -3.313], [-20.323, 13.555, -4.133], [-19.002, 13.659, -3.626], [-17.873, 14.066, -4.523], [-18.032, 14.196, -5.808], [-13.114, 15.142, -2.297], [-13.423, 15.403, -4.678], [-15.644, 14.585, -5.761], [-15.022, 14.386, -0.776], [-19.623, 12.867, -0.389], [-21.950, 12.494, -1.415], [-22.380, 13.136, -3.694], [-20.415, 13.868, -5.163], [-6.245, 14.928, -1.851], [-7.384, 15.716, -1.646], [-8.554, 15.648, -2.425], [-8.676, 14.661, -3.397], [-7.620, 13.718, -3.652], [-6.418, 14.006, -2.932], [-7.709, 12.811, -4.795], [-6.885, 12.056, -5.127], [-8.929, 12.915, -5.660], [-8.975, 12.281, -6.918], [-10.144, 12.154, -7.613], [-11.326, 12.711, -7.147], [-11.219, 13.544, -6.009], [-10.076, 13.551, -5.202], [-10.052, 14.379, -3.861], [-11.061, 14.658, -3.229], [-5.499, 14.861, -1.073], [-7.333, 16.581, -1.001], [-9.373, 16.332, -2.255], [-5.606, 13.321, -3.127], [-8.120, 11.787, -7.356], [-10.015, 11.781, -8.619], [-12.279, 12.682, -7.655], [-12.068, 14.131, -5.692], [-22.073, 16.942, -6.625], [-23.002, 16.011, -6.175], [-22.863, 14.663, -6.347], [-21.915, 14.184, -7.250], [-20.965, 15.085, -7.848], [-20.990, 16.458, -7.388], [-19.970, 14.586, -8.813], [-19.318, 15.381, -9.409], [-19.775, 13.124, -8.861], [-18.742, 12.670, -9.815], [-18.561, 11.295, -10.048], [-19.378, 10.357, -9.449], [-20.300, 10.786, -8.459], [-20.596, 12.161, -8.219], [-21.776, 12.618, -7.494], [-22.449, 11.829, -6.880], [-22.223, 17.996, -6.447], [-23.853, 16.537, -5.767], [-23.617, 14.003, -5.944], [-20.187, 17.109, -7.701], [-17.954, 13.357, -10.086], [-17.843, 10.999, -10.798], [-19.456, 9.350, -9.831], [-20.985, 10.072, -8.027], [-11.361, 15.666, -11.992], [-12.526, 15.266, -11.852], [-10.297, 15.239, -11.359], [-11.169, 16.726, -12.649], [-10.174, 14.395, -10.818], [-9.480, 15.470, -11.906], [-10.362, 17.271, -12.381], [-11.990, 17.143, -13.063], [-15.426, 8.251, -9.538], [-16.271, 7.448, -9.621], [-15.408, 9.532, -9.878], [-14.286, 7.962, -9.056], [-14.493, 9.960, -9.857], [-16.144, 9.995, -10.392], [-14.228, 7.030, -8.673], [-13.666, 8.704, -8.765], [-15.489, 9.788, -5.682], [-14.425, 9.166, -5.469], [-15.897, 10.918, -5.192], [-16.325, 9.608, -6.700], [-15.388, 11.251, -4.386], [-16.617, 11.521, -5.562], [-17.167, 10.128, -6.496], [-16.138, 8.955, -7.448], [-12.373, 17.449, -7.665], [-13.542, 17.665, -7.951], [-11.559, 18.080, -6.860], [-11.701, 16.412, -8.061], [-10.577, 17.866, -6.761], [-12.114, 18.570, -6.173], [-10.761, 16.288, -7.711], [-12.318, 15.662, -8.338], [-12.900, 11.576, -12.659], [-13.353, 12.594, -12.226], [-13.526, 10.949, -13.509], [-11.709, 11.157, -12.437], [-13.309, 10.018, -13.834], [-14.485, 11.221, -13.673], [-11.276, 11.535, -11.606], [-11.239, 10.624, -13.155], [-15.636, 16.864, -10.684], [-14.740, 16.150, -11.113], [-15.646, 17.794, -9.801], [-16.782, 16.774, -11.286], [-14.810, 17.942, -9.255], [-16.536, 18.146, -9.478], [-17.566, 17.392, -11.135], [-16.712, 16.189, -12.107]], "lumo_ev": -2.9403, "charge": 1, "largest_force_ev_per_a": 9.895, "gap_ev": 8.00}

{"formula": "C50H52BrN8O2P2Sr", "method": "the ωB97M-V functional and the def2-TZVPD basis", "elements": ["Sr", "O", "C", "N", "C", "C", "C", "C", "C", "C", "N", "C", "O", "C", "C", "C", "C", "C", "N", "C", "C", "C", "C", "C", "N", "H", "H", "H", "H", "H", "H", "H", "H", "H", "H", "H", "H", "C", "C", "C", "C", "C", "Br", "N", "C", "H", "H", "H", "H", "H", "H", "C", "P", "C", "N", "C", "C", "C", "C", "C", "C", "N", "C", "P", "C", "C", "C", "C", "C", "C", "C", "C", "C", "H", "H", "H", "H", "H", "H", "H", "H", "H", "H", "H", "H", "H", "H", "H", "H", "H", "H", "H", "H", "H", "H", "H", "H", "H", "H", "H", "H", "C", "C", "C", "C", "C", "C", "C", "C", "N", "H", "H", "H", "H", "H", "H"], "positions_angstrom": [[-1.243, -1.063, -0.975], [-3.792, 2.611, -0.432], [-3.317, 1.480, -0.263], [-3.220, 0.445, -1.100], [-3.852, 0.492, -2.360], [-5.144, 1.007, -2.487], [-5.835, 0.964, -3.685], [-5.229, 0.395, -4.793], [-3.948, -0.126, -4.695], [-3.227, -0.095, -3.488], [-1.896, -0.550, -3.337], [-1.199, -1.028, -4.368], [-1.547, -1.295, -5.529], [0.287, -1.193, -4.085], [1.135, -1.484, -5.152], [2.494, -1.575, -4.930], [2.984, -1.376, -3.646], [2.075, -1.109, -2.640], [0.761, -1.023, -2.847], [-2.818, 1.149, 1.135], [-3.403, 1.793, 2.217], [-3.041, 1.423, 3.500], [-2.091, 0.429, 3.665], [-1.540, -0.144, 2.534], [-1.881, 0.205, 1.290], [-5.600, 1.457, -1.616], [-6.838, 1.370, -3.746], [-5.749, 0.348, -5.743], [-3.482, -0.573, -5.557], [0.685, -1.624, -6.124], [3.170, -1.797, -5.747], [4.042, -1.432, -3.426], [2.409, -0.955, -1.619], [-4.132, 2.565, 2.014], [-3.492, 1.906, 4.358], [-1.769, 0.102, 4.643], [-0.794, -0.920, 2.635], [3.903, -4.769, 0.909], [2.725, -4.630, -0.017], [2.357, -5.633, -0.909], [1.239, -5.470, -1.702], [0.536, -4.283, -1.580], [-1.006, -4.015, -2.646], [0.867, -3.300, -0.770], [1.940, -3.488, 0.002], [4.533, -5.608, 0.617], [3.570, -4.942, 1.934], [4.517, -3.867, 0.909], [2.933, -6.549, -0.966], [0.901, -6.237, -2.383], [2.190, -2.673, 0.673], [-0.228, 2.165, -2.009], [1.083, 1.908, -0.758], [0.330, 2.748, 0.716], [-0.629, 3.592, 0.430], [-1.299, 4.214, 1.426], [-2.413, 5.028, 1.120], [-3.080, 5.647, 2.137], [-2.667, 5.482, 3.481], [-1.607, 4.682, 3.797], [-0.912, 4.016, 2.761], [0.062, 3.127, 3.061], [0.678, 2.479, 2.097], [1.675, 1.151, 2.926], [2.520, 0.110, 1.668], [3.133, 2.033, 3.790], [4.465, 1.921, 3.047], [3.268, 1.303, 5.133], [2.856, 3.512, 4.063], [2.322, 3.211, -1.332], [3.114, 2.573, -2.479], [1.671, 4.506, -1.808], [3.277, 3.516, -0.182], [-0.646, 3.167, -1.970], [-1.063, 1.468, -1.921], [0.214, 1.972, -2.989], [-2.726, 5.087, 0.087], [-3.947, 6.258, 1.920], [-3.215, 5.987, 4.268], [-1.291, 4.514, 4.818], [3.096, -0.620, 2.244], [3.178, 0.603, 0.957], [1.757, -0.434, 1.110], [4.768, 0.886, 2.890], [5.243, 2.402, 3.648], [4.440, 2.424, 2.082], [3.439, 0.233, 4.990], [2.363, 1.419, 5.730], [4.115, 1.708, 5.696], [2.783, 4.085, 3.137], [3.682, 3.921, 4.651], [1.929, 3.651, 4.617], [2.463, 2.268, -3.300], [3.659, 1.690, -2.137], [3.838, 3.292, -2.876], [1.092, 4.353, -2.720], [2.451, 5.241, -2.028], [1.005, 4.924, -1.052], [3.708, 2.598, 0.215], [2.774, 4.044, 0.632], [4.098, 4.146, -0.536], [-1.711, -3.121, 0.987], [-1.948, -4.476, 0.736], [-0.961, -5.479, 0.983], [-1.157, -6.796, 0.655], [-2.356, -7.233, 0.074], [-3.365, -6.274, -0.145], [-3.175, -4.957, 0.176], [-2.543, -8.603, -0.265], [-2.688, -9.717, -0.534], [-0.844, -2.871, 1.596], [-2.570, -2.463, 1.112], [-0.026, -5.180, 1.447], [-0.375, -7.522, 0.854], [-4.306, -6.591, -0.578], [-3.969, -4.244, -0.015]], "lumo_ev": 1.3843, "charge": -1, "largest_force_ev_per_a": 0.895, "gap_ev": 5.09, "e_above_lowest_kj_mol": 8.4}